ORCA calculation (ωB97M-V/def2-TZVPD) on 3 unconnected molecules or ions with the total composition C4H13NO3 at a distorted geometry.

Calculated values
* maximum force: 2.1 eV/A
* energy above the lowest of the compared OMol25 structures with the same formula, charge and spin: 1.571 eV
* total charge: -1
* 2S+1: 2
* DFT total energy: -440.6141 Eh
* orbital gap (spin up / spin down): 3.74 / 6.78 eV

Element x y z (Å)
1 C 0.4089 1.5733 -2.0000
2 N 0.7527 0.4375 -1.1849
3 C 1.6007 0.6464 -0.0248
4 C 0.7446 0.9751 1.2246
5 C -0.0358 -0.2017 1.7645
6 O -1.0386 0.0117 2.5336
7 H -0.4854 1.2762 -2.5372
8 H 1.1261 1.7421 -2.8273
9 H 0.2669 2.5086 -1.4543
10 H 0.0208 -0.2468 -1.0951
11 H 2.2123 1.5120 -0.2836
12 H 2.2799 -0.1973 0.1287
13 H 1.2453 1.6231 1.9770
14 H 0.0426 1.6989 0.7595
15 H 0.6668 -1.0885 1.9073
16 H -0.9875 -2.6420 0.4039
17 H 0.0040 -3.8269 0.2824
18 O -0.2598 -2.9939 -0.0696
19 H -3.3639 -0.8101 -0.4089
20 H -2.6018 -0.8016 0.8933
21 O -2.5989 -1.1962 0.0107